1.
C3H2N4O | ωB97M-V/def2-TZVPD

E_HOMO (eV): -9.174
LUMO energy (eV): -0.33
Total charge: 0
Orbital gap (eV): 8.839

Atoms and positions in Å:
C1 0.565 -0.730 -0.846
C2 -0.650 0.699 0.484
C3 0.618 0.310 0.112
H1 1.127 -1.914 -1.168
H2 -1.128 -0.965 -1.922
N1 -0.662 -0.524 -1.246
N2 -1.457 0.226 -0.388
N3 0.727 1.073 2.153
N4 1.431 0.610 1.047
O1 -0.571 1.214 1.775

2.
C26H50N3O9 | ωB97M-V/def2-TZVPD

E_HOMO (eV): -10.996
LUMO energy (eV): -2.16
Total charge: +1
Orbital gap (eV): 8.837

Atoms and positions in Å:
C1 1.951 -2.854 0.966
C2 1.960 -1.886 0.257
C3 1.941 -0.853 -0.786
C4 0.525 -0.722 -1.447
C5 -0.284 0.367 -0.710
C6 -1.730 -0.017 -0.452
N1 -2.184 -0.907 -1.555
C7 -1.459 -2.074 -1.443
N2 -2.110 -3.198 -1.236
C8 -1.477 -4.494 -1.020
N3 -0.104 -2.070 -1.486
C9 0.467 -2.834 -2.665
C10 -0.475 -2.935 -3.867
O1 0.251 -3.271 -5.044
H1 1.839 -3.635 1.681
H2 2.201 0.104 -0.335
H3 2.664 -1.112 -1.559
H4 0.691 -0.371 -2.466
H5 0.180 0.628 0.239
H6 -0.244 1.264 -1.329
H7 -2.373 0.857 -0.391
H8 -1.806 -0.551 0.500
H9 -3.160 -1.122 -1.343
H10 -3.119 -3.176 -1.192
H11 -0.469 -4.361 -0.635
H12 -2.061 -5.080 -0.318
H13 -1.405 -5.039 -1.963
H14 0.709 -3.835 -2.323
H15 1.418 -2.393 -2.950
H16 -1.204 -3.736 -3.731
H17 -0.967 -1.981 -4.072
H18 1.139 -3.555 -4.801
O2 -4.840 -1.273 0.505
C11 -5.695 -0.598 -0.012
O3 -5.812 -0.648 -1.350
C12 -6.913 -0.057 -2.066
C13 -6.657 1.397 -2.398
C14 -6.557 0.348 0.781
H19 -7.844 -0.199 -1.518
H20 -6.995 -0.641 -2.980
H21 -6.564 2.006 -1.498
H22 -7.474 1.795 -2.997
H23 -5.730 1.498 -2.962
H24 -6.065 1.319 0.825
H25 -6.647 -0.043 1.791
H26 -7.560 0.472 0.381
O4 1.881 -5.275 -3.572
C15 2.240 -6.292 -4.125
O5 3.303 -6.929 -3.642
C16 3.708 -8.238 -4.081
C17 4.617 -8.172 -5.289
C18 1.565 -6.792 -5.377
H27 2.837 -8.871 -4.252
H28 4.243 -8.660 -3.233
H29 4.108 -7.745 -6.154
H30 4.962 -9.170 -5.554
H31 5.483 -7.547 -5.075
H32 2.064 -6.355 -6.241
H33 0.533 -6.453 -5.367
H34 1.564 -7.874 -5.473
O6 1.108 4.925 4.851
C19 1.554 4.080 4.129
O7 0.701 3.405 3.321
C20 1.141 2.538 2.279
C21 1.380 1.125 2.774
C22 3.014 3.692 4.150
H35 2.016 2.948 1.773
H36 0.328 2.547 1.552
H37 2.185 1.088 3.507
H38 1.647 0.463 1.949
H39 0.483 0.736 3.256
H40 3.154 2.894 4.878
H41 3.587 4.559 4.469
H42 3.404 3.374 3.187
O8 4.267 10.239 4.485
C23 3.314 9.843 5.096
O9 3.512 9.047 6.166
C24 2.465 8.683 7.072
C25 1.726 7.449 6.601
C26 1.900 10.141 4.652
H43 1.795 9.525 7.250
H44 2.969 8.481 8.016
H45 1.219 7.619 5.653
H46 0.980 7.143 7.336
H47 2.422 6.626 6.451
H48 1.571 9.354 3.975
H49 1.910 11.085 4.113
H50 1.188 10.232 5.469

3.
H4O2 | ωB97M-V/def2-TZVPD

E_HOMO (eV): -11.477
LUMO energy (eV): 0.55
Total charge: 0
SMILES: O.O
Orbital gap (eV): 12.030

Atoms and positions in Å:
O1 1.687 -0.018 -0.098
H1 1.384 -0.671 0.493
H2 1.615 0.892 0.301
O2 -1.740 -0.058 -0.034
H3 -1.707 0.889 0.117
H4 -0.865 -0.507 0.139

4.
C30H34BrF4MoN8O4PS | ωB97M-V/def2-TZVPD

E_HOMO (alpha / beta) (eV): -19.500 / -19.498
Multiplicity: 3
LUMO energy (alpha / beta) (eV): -13.85 / -13.21
Total charge: +4
Orbital gap (alpha / beta) (eV): 5.652 / 6.287

Atoms and positions in Å:
Mo1 -1.175 0.310 0.970
F1 -5.609 5.954 -0.192
C1 -4.522 5.239 -0.163
C2 -3.350 5.713 -0.733
F2 -3.318 6.889 -1.298
C3 -2.196 4.933 -0.690
F3 -1.082 5.440 -1.192
C4 -2.187 3.666 -0.114
P1 -0.687 2.691 0.095
C5 0.395 2.872 -1.309
C6 -0.149 3.000 -2.592
C7 0.694 3.116 -3.683
C8 2.075 3.102 -3.499
C9 2.617 2.969 -2.225
C10 1.781 2.853 -1.125
C11 0.068 3.177 1.637
C12 0.788 4.351 1.846
C13 1.211 4.676 3.128
C14 0.914 3.845 4.203
C15 0.201 2.666 4.013
C16 -0.212 2.352 2.728
C17 -3.380 3.239 0.463
Br1 -3.472 1.586 1.437
C18 -4.534 3.985 0.456
F4 -5.637 3.535 1.019
H1 -1.223 3.040 -2.741
H2 0.280 3.244 -4.674
H3 2.730 3.220 -4.353
H4 3.690 2.992 -2.087
H5 2.208 2.786 -0.130
H6 1.010 5.015 1.018
H7 1.766 5.590 3.293
H8 1.237 4.120 5.199
H9 -0.034 2.024 4.852
H10 -0.811 1.405 2.687
C19 -3.940 -2.244 -1.854
N1 -3.289 -2.948 -0.728
C20 -3.623 -4.381 -0.555
C21 -2.444 -2.327 0.052
N2 -2.267 -0.977 -0.023
N3 -1.721 -3.060 0.952
C22 -0.997 -2.608 2.033
N4 -0.472 -3.532 2.811
N5 -0.889 -1.309 2.263
H11 -4.365 -2.990 -2.518
H12 -3.207 -1.673 -2.424
H13 -4.750 -1.608 -1.495
H14 -4.607 -4.548 -0.982
H15 -3.684 -4.638 0.501
H16 -2.899 -5.007 -1.079
H17 -2.957 -0.551 -0.638
H18 -1.722 -4.058 0.801
H19 -0.584 -4.521 2.642
H20 0.098 -3.282 3.608
H21 -0.359 -1.125 3.110
C23 2.031 -6.158 0.494
C24 2.543 -5.326 -0.676
S1 2.279 -3.598 -0.382
O1 0.844 -3.306 -0.358
O2 3.036 -3.159 0.763
C25 2.951 -2.785 -1.833
C26 3.391 -1.340 -1.565
N6 2.567 -0.622 -0.561
C27 1.283 -0.305 -0.718
N7 0.790 0.161 0.456
C28 1.830 0.145 1.377
C29 2.909 -0.342 0.752
N8 4.222 -0.505 1.372
O3 4.209 -0.429 2.575
O4 5.171 -0.637 0.640
C30 0.535 -0.481 -1.984
H22 2.225 -7.207 0.285
H23 0.953 -6.035 0.618
H24 2.541 -5.892 1.418
H25 2.045 -5.573 -1.617
H26 3.621 -5.449 -0.805
H27 2.217 -2.879 -2.633
H28 3.840 -3.344 -2.134
H29 3.368 -0.761 -2.487
H30 4.406 -1.318 -1.186
H31 1.750 0.502 2.389
H32 1.136 -0.144 -2.830
H33 -0.375 0.115 -1.979
H34 0.273 -1.533 -2.115

Calculated total energy, respectively: -409.57059; -1861.84029; -152.86087; -5682.29752 Eh.
Energy above the lowest of the compared OMol25 structures with the same formula, charge and spin, respectively: 413.79; 0.00; 36.92; 19.98 kJ/mol.